[1]
{
  "formula": "C24H10Br2Cl5N4O5PdS",
  "method": "wB97M-V/def2-TZVPD",
  "spin_multiplicity": 5,
  "total_charge": 1,
  "energy_ev": -258249.9676,
  "lumo_ev": [-4.1, -6.6],
  "homo_ev": [-10.7, -10.6],
  "homo_lumo_gap_ha": [0.2404, 0.1469],
  "s_squared": 6.055,
  "elements": ["Pd", "Br", "C", "C", "C", "Br", "C", "C", "C", "C", "N", "C", "C", "O", "H", "H", "H", "H", "Cl", "C", "C", "Cl", "C", "Cl", "C", "O", "C", "Cl", "C", "Cl", "O", "S", "O", "O", "C", "N", "C", "C", "C", "N", "C", "C", "C", "N", "C", "C", "H", "H", "H", "H", "H", "H"],
  "coordinates": [[-0.12845, -0.08332, -0.06843], [-1.76204, 1.14733, 4.65006], [-1.82423, 2.15203, 3.09832], [-2.29700, 3.45453, 3.11438], [-2.31666, 4.21874, 1.96462], [-2.99236, 5.94660, 2.07440], [-1.84087, 3.71663, 0.69680], [-1.77263, 4.45720, -0.49321], [-1.27646, 3.86943, -1.61586], [-0.86177, 2.53280, -1.57136], [-0.93329, 1.82602, -0.47350], [-1.39141, 2.39776, 0.65819], [-1.35814, 1.55522, 1.88410], [-0.91645, 0.39572, 1.83593], [-2.65272, 3.88018, 4.04414], [-2.09995, 5.49006, -0.50805], [-1.20244, 4.42806, -2.54317], [-0.46034, 2.01650, -2.43733], [3.32215, -5.56685, -2.92745], [2.46816, -4.10041, -2.64968], [1.89862, -3.85614, -1.42164], [2.03552, -4.99837, -0.14376], [1.21373, -2.66520, -1.21395], [0.43972, -2.36319, 0.34374], [1.10046, -1.66319, -2.19516], [0.48590, -0.50823, -1.98572], [1.69241, -1.94374, -3.43090], [1.57608, -0.73287, -4.64937], [2.35075, -3.13925, -3.65955], [3.04824, -3.44280, -5.19595], [6.05856, 6.45974, 0.40554], [7.17435, 6.14103, 1.25526], [8.47972, 6.33384, 0.67064], [7.02655, 6.57357, 2.65068], [7.07745, 4.19931, 1.59627], [8.16291, 3.64252, 2.08026], [8.03831, 2.33872, 2.28870], [6.84926, 1.66169, 2.02067], [5.78061, 2.37623, 1.53135], [5.90962, 3.67748, 1.32309], [4.43650, 1.79315, 1.19470], [3.48606, 2.59089, 0.58618], [2.25603, 2.05083, 0.26093], [1.93276, 0.79115, 0.51686], [2.83412, 0.02300, 1.11209], [4.09599, 0.48377, 1.46241], [8.91295, 1.83526, 2.68278], [6.78107, 0.59404, 2.19555], [3.71981, 3.62604, 0.36643], [1.50640, 2.65646, -0.23371], [2.54468, -0.99749, 1.32143], [4.78681, -0.19367, 1.95080]],
  "forces_ev_per_angstrom": [[1.2, -0.1, -0.7], [0.0, 0.0, 0.0], [-0.1, 0.2, 0.1], [0.0, -0.1, 0.1], [0.0, 0.1, -0.2], [0.0, 0.1, 0.0], [0.0, -0.1, 0.4], [-0.2, 0.4, 0.3], [0.2, -0.1, -0.6], [0.0, 0.2, -0.7], [-0.2, 0.4, 0.9], [-0.1, -0.1, 0.4], [-0.1, 0.4, -0.5], [-0.3, 0.0, 0.6], [0.0, 0.0, -0.1], [0.0, -0.1, 0.0], [0.0, -0.1, 0.1], [0.0, 0.1, 0.0], [0.0, 0.1, 0.0], [0.2, -0.2, -0.4], [-0.2, 0.1, 0.6], [0.0, 0.0, 0.0], [-0.1, 0.3, -0.1], [0.3, -1.0, -0.2], [-0.5, 0.6, 0.8], [0.3, -0.8, -0.3], [0.1, 0.1, -0.3], [0.0, -0.1, 0.0], [0.1, 0.0, -0.2], [0.0, 0.0, 0.0], [0.0, 0.7, 0.1], [-0.1, -5.0, 1.2], [0.0, 0.9, 0.2], [0.2, 1.2, -0.6], [-0.1, 2.7, -0.9], [-0.1, 0.0, -0.1], [-0.2, -0.2, 0.1], [0.4, -0.8, 0.3], [-0.4, -0.2, 0.0], [-0.1, 0.5, -0.2], [0.6, 0.2, 0.2], [-0.3, 0.4, -0.2], [0.1, 0.6, -0.2], [-0.8, -0.4, 0.0], [0.5, -0.3, 0.3], [-0.1, -0.5, 0.1], [-0.1, -0.1, 0.0], [0.1, 0.1, 0.0], [-0.1, -0.1, 0.0], [0.1, 0.0, 0.0], [0.0, 0.0, 0.0], [-0.1, 0.0, -0.1]]
}



[2]
{
  "formula": "C5H10O2",
  "method": "wB97M-V/def2-TZVPD",
  "spin_multiplicity": 1,
  "total_charge": 0,
  "energy_ev": -9439.8100,
  "lumo_ev": 0.8,
  "homo_ev": -9.7,
  "homo_lumo_gap_ha": 0.3857,
  "smiles": "O[C@@H]1C=CC1.CO",
  "elements": ["O", "C", "C", "C", "C", "H", "H", "H", "H", "H", "H", "C", "O", "H", "H", "H", "H"],
  "coordinates": [[1.38198, -0.36671, -0.60460], [1.24279, 0.50724, 0.49506], [1.01063, -0.17772, 1.81231], [-0.08277, 0.54192, 2.08854], [-0.12367, 1.24310, 0.74683], [1.68830, 0.14640, -1.36324], [2.09048, 1.20408, 0.53946], [1.60717, -0.90934, 2.34665], [-0.68987, 0.65448, 2.98141], [-0.10063, 2.33901, 0.75938], [-0.92825, 0.89137, 0.09364], [-1.23696, -0.93392, -1.99210], [-1.62128, -1.12023, -0.64779], [-0.74231, -1.82210, -2.40853], [-0.56060, -0.07770, -2.12610], [-2.15245, -0.74275, -2.55586], [-0.82672, -1.35147, -0.14599]],
  "forces_ev_per_angstrom": [[0.1, 0.1, -0.2], [0.2, 0.2, 0.2], [-0.1, 0.1, 0.2], [0.1, -0.1, 0.1], [-0.1, 0.1, 0.0], [-0.1, -0.2, 0.1], [-0.1, 0.0, -0.1], [-0.1, 0.1, 0.0], [0.0, -0.1, -0.1], [0.1, -0.1, 0.0], [0.2, 0.1, 0.1], [-0.1, 0.0, -0.4], [0.2, -0.2, 0.2], [-0.1, 0.1, 0.1], [-0.2, -0.1, 0.1], [0.1, -0.1, 0.0], [-0.1, 0.1, -0.1]]
}



[3]
{
  "formula": "C2H9NO2",
  "method": "wB97M-V/def2-TZVPD",
  "spin_multiplicity": 1,
  "total_charge": 0,
  "energy_ev": -7800.1950,
  "lumo_ev": -1.6,
  "homo_ev": -9.1,
  "homo_lumo_gap_ha": 0.2723,
  "elements": ["C", "C", "N", "H", "H", "H", "H", "H", "H", "H", "O", "H", "H", "O"],
  "coordinates": [[-0.98854, -0.29859, -1.25801], [0.03257, 1.27690, -0.68641], [-0.16300, 0.02996, -0.09162], [-1.84850, 0.30889, -1.63981], [-1.54070, -1.27616, -1.08937], [-0.46988, -0.53155, -2.14852], [0.80858, 1.51163, -1.38647], [-0.44039, 2.17553, -0.30164], [-0.72795, -0.82707, 1.44346], [-0.22567, -1.24627, 2.75798], [-1.01271, -1.15960, 2.28974], [2.97900, 0.31622, 0.54843], [1.34074, -0.03875, 0.56646], [2.25646, -0.24114, 0.99577]],
  "forces_ev_per_angstrom": [[-1.9, -2.3, -1.7], [-0.4, -3.0, 3.7], [-0.5, 5.0, -1.8], [0.4, 0.4, 0.9], [0.7, 0.9, 0.5], [1.2, -0.2, -1.2], [0.1, -0.6, -1.6], [-0.2, 0.2, 0.4], [0.1, 0.6, -0.8], [2.1, -0.3, 1.4], [-2.3, -0.3, -0.4], [-1.9, -1.3, 0.9], [2.5, -0.7, 0.7], [0.2, 1.5, -1.3]]
}



| no. | strongest force on any atom (eV/A) |
| --- | --- |
| 1 | 5.13 |
| 2 | 0.40 |
| 3 | 5.38 |